Density functional theory data (ωB97M-V with the def2-TZVPD basis set) for a structure of composition C27H79O34P7S2.

The geometry in ORCA input format:
```
! RIJCOSX wB97M-V def2-TZVPD def2/J DEFGRID3
* xyz 0 1
H -8.37 4.01 2.35
H -7.04 5.69 -1.01
C -0.83 -3.55 2.15
C -6.17 -0.82 0.19
H -7.17 -0.39 0.22
O -1.67 -6.48 -0.62
C -2.35 1.25 1.43
C 3.49 -1.27 2.48
C 3.68 -0.14 -0.03
O 4.23 -3.19 -2.58
H -2.13 2.31 1.25
C 1.50 -1.14 -0.35
H 3.84 -2.28 2.73
H -1.84 1.04 2.37
H 5.93 3.32 -2.88
H 5.51 -1.08 -4.54
H 1.16 4.20 0.90
O -0.14 -4.44 -0.17
H -5.45 5.33 -0.59
C -6.19 5.09 -1.35
H -1.01 2.36 3.35
H -5.53 -0.08 -0.30
O 2.58 -1.24 -2.05
H -2.07 3.57 3.22
C -3.57 -2.63 0.29
O 1.50 -2.18 4.31
P 1.67 3.14 -1.54
H 1.04 0.67 -3.81
C 4.57 -0.59 -4.30
H -3.31 -5.24 -0.86
H 4.18 -1.06 0.26
S -1.72 0.34 -0.14
P 0.89 -1.71 2.87
H 0.36 -2.61 -4.76
C -1.01 3.45 3.42
H -3.51 1.56 -0.10
C 1.16 -7.07 0.51
C -4.07 1.96 0.74
O -7.33 -3.18 -0.35
H 5.21 -3.83 -0.78
H 8.51 1.10 0.08
H 0.00 -3.99 -3.55
H 1.97 -6.40 0.81
O -1.93 3.87 0.35
O -0.34 -0.87 2.92
O -6.81 3.80 1.15
O 4.41 0.86 -0.70
H -3.29 -6.84 -1.70
C 4.35 3.30 -1.49
H 4.96 4.07 -1.98
O 0.22 5.22 0.15
H -0.14 2.98 1.27
H -3.22 -2.73 -0.73
H 1.67 -0.18 -2.49
H 0.74 -1.83 -0.71
O 6.31 -0.63 -1.53
O -0.08 0.61 0.11
O 2.15 -1.17 2.01
H -0.92 3.88 4.42
O -4.70 3.00 0.15
H 1.16 -6.97 -0.57
C 0.93 3.17 1.17
C 4.33 -3.32 -1.15
H -8.74 3.16 0.72
H -4.64 1.19 1.26
C -2.97 -3.51 1.47
O -0.26 3.98 2.37
C -2.74 4.39 -0.79
H -3.00 -4.58 1.26
P -1.04 -5.57 0.59
H -3.44 2.45 1.49
H 1.41 0.12 1.45
H -3.54 -1.57 0.54
O -2.13 1.08 -1.34
H -0.70 -3.22 -1.74
O 0.63 4.03 -2.06
H -6.04 -0.81 1.27
H -3.43 1.10 1.32
O -6.84 1.43 -0.17
H 8.26 1.28 1.78
H -1.92 -3.45 1.76
H -1.08 -4.32 2.89
O 0.05 -6.55 1.31
O -1.64 6.16 1.71
H -1.05 -4.03 1.19
C -2.72 -5.94 -1.45
H 4.54 -0.10 -3.33
P -0.98 4.87 1.20
H -2.50 -5.61 -2.46
H -0.22 -2.37 -0.22
C 1.22 0.78 -2.74
P 2.98 -2.26 -3.07
H 2.34 -1.72 0.03
H 4.08 -1.13 1.58
C 0.74 -0.39 0.75
H 3.11 -1.27 5.40
P 5.95 0.59 -0.80
H 0.90 6.51 1.58
H 0.26 0.98 -2.27
C -8.27 3.98 1.27
C 2.05 -1.21 5.17
H 3.47 -3.89 -0.80
O 6.44 1.96 -1.39
H 1.94 -0.54 -1.15
H 4.48 2.40 -2.09
H -2.69 3.72 -1.65
O -4.89 -3.05 0.39
H 5.54 1.67 -3.41
C 0.53 -3.07 -3.78
P -6.29 2.82 -0.11
H 4.33 -2.32 -0.70
H 1.76 -1.21 6.22
H -1.84 -3.09 -0.35
H 1.80 -0.23 4.75
H 3.06 0.30 0.75
H 1.48 2.93 2.08
C 7.93 0.70 0.91
H 7.19 2.26 -3.24
H 0.10 -2.43 -3.01
H 2.08 5.85 0.43
O 1.89 -3.31 -3.70
H 3.06 -0.45 -0.87
H 1.50 -8.05 0.86
H -8.55 4.95 0.84
H -5.83 5.62 -2.22
O -2.11 -5.07 1.53
C 1.06 6.24 0.54
H 3.69 -0.46 3.18
O 0.57 -3.23 2.35
H 0.21 -1.04 1.45
H 1.13 7.11 -0.11
H -1.48 -2.67 2.19
H -3.52 -3.41 2.40
O -2.15 -1.10 0.16
H 4.80 2.95 -0.56
O 3.03 3.91 -1.22
C -0.79 -3.19 -0.66
O 1.29 2.38 -0.04
C 6.20 2.26 -2.78
O -6.41 3.68 -1.46
O 2.19 1.84 -2.47
O -5.47 -2.30 -1.96
S -6.09 -2.45 -0.63
H 4.32 0.15 -5.06
H 8.23 -0.35 0.91
H -2.44 5.37 -1.16
O 6.55 0.79 0.70
O 3.58 -1.54 -4.33
H -3.79 4.16 -0.58
*
```

Frontier orbital gap in eV: 6.57
HOMO energy in eV: -6.36